Entry 1:
Entry from the Open Molecules 2025 dataset: C15H26Cl2F2KN3NaO22S as an isolated structure in a non-equilibrium geometry (ωB97M-V/def2-TZVPD).

Each line ends with the Löwdin charge.
Cartesian coordinates (Å):
N: 1.03329 1.50451 4.56831  0.18
C: 0.86173 0.30545 5.26054  -0.58
O: -0.07136 -0.42960 5.08711  0.14
O: 1.85823 0.01852 6.17247  -0.04
C: 1.68935 0.77203 7.35849  -0.26
S: 2.83673 0.24099 8.60952  0.69
O: 4.07344 -0.14276 8.02293  -0.30
O: 2.83564 1.32541 9.54829  -0.35
H: 0.22527 2.08426 4.75602  0.11
H: 1.85897 1.99557 4.88391  0.10
H: 1.92022 1.82340 7.20398  0.11
H: 0.67181 0.64705 7.72554  0.13
H: 2.22714 -0.79831 9.22076  0.09
C: -0.66829 0.47209 0.97888  -0.11
C: -0.78917 1.17608 -0.36028  -0.45
O: -1.69815 2.20359 -0.07682  0.14
C: -1.56423 2.51345 1.26038  -0.52
O: -1.99094 3.49160 1.76519  0.19
O: -0.87244 1.54651 1.89795  0.10
F: -1.31364 0.34402 -1.31637  -0.02
H: -1.43978 -0.28253 1.11718  0.14
H: 0.30571 0.00606 1.13742  0.10
H: 0.15029 1.60826 -0.72307  0.14
C: -4.23907 -1.32358 -0.75374  -0.04
C: -5.01710 -2.39657 -0.01757  -0.31
O: -4.02287 -3.35474 0.27781  0.15
C: -2.83274 -2.70325 0.37352  -0.54
O: -1.84557 -3.11361 0.86401  0.21
O: -2.94817 -1.44314 -0.14977  0.01
F: -5.97278 -2.96018 -0.79674  0.08
H: -4.16559 -1.54193 -1.81975  0.15
H: -4.64245 -0.32355 -0.61620  0.14
H: -5.47798 -2.06086 0.91405  0.17
K: 0.75576 -0.38666 -0.85645  1.07
C: 3.21280 -3.39145 0.89338  -0.42
O: 3.30433 -2.05159 0.64021  -0.46
H: 2.32997 -3.70831 1.49815  0.04
H: 3.14912 -4.04497 -0.00647  0.05
H: 4.07530 -3.82152 1.46206  0.04
C: 4.29811 -1.58314 -5.35449  0.05
N: 3.30275 -1.21951 -4.31516  -0.45
O: 2.60782 -0.23508 -4.50386  0.04
O: 3.25238 -1.92641 -3.34376  0.06
H: 4.22945 -0.86336 -6.16014  0.09
H: 5.27499 -1.56337 -4.88025  0.09
H: 4.04982 -2.58354 -5.69492  0.11
N: -2.22008 -5.90563 -1.46983  -0.58
O: -1.84866 -6.84874 -0.77791  0.00
O: -1.60856 -4.86438 -1.59995  0.02
O: -3.29522 -6.04642 -2.18441  -0.23
C: 5.97146 -1.06155 -0.21519  -1.00
Cl: 7.19162 -2.34621 -0.15166  0.47
Cl: 5.79767 -0.41034 -1.86291  0.48
H: 4.98710 -1.47124 0.09318  -0.03
H: 6.29099 -0.25588 0.43398  0.02
Na: -3.69850 -7.13729 -3.82669  0.81
C: -1.93110 8.45544 -3.64282  -0.04
O: -2.35523 8.13016 -2.31764  0.00
C: -2.43620 6.82040 -2.07934  -0.63
O: -2.18727 5.94900 -2.86883  0.13
O: -2.83502 6.64843 -0.82471  0.01
C: -2.96506 5.27384 -0.43365  -0.04
H: -1.90976 9.53954 -3.69684  0.09
H: -0.93571 8.06151 -3.83593  0.10
H: -2.63329 8.06764 -4.37762  0.10
H: -2.01146 4.76658 -0.51374  0.08
H: -3.71015 4.77420 -1.05077  0.10
H: -3.28746 5.27245 0.59886  0.09
C: -0.43228 -3.99717 -5.39083  -0.84
O: -0.22288 -5.04749 -4.74869  -0.08
O: -1.16124 -2.99677 -4.63980  -0.05
O: -0.14604 -3.68118 -6.54894  -0.06
H: -1.22576 -3.51423 -3.81961  0.04

## Properties
charge: -1
Kohn-Sham gap: 4.69 eV

=====

Entry 2:
Entry from the Open Molecules 2025 dataset: a 10-piece molecular cluster, C29H78O10 overall in a non-equilibrium geometry (ωB97M-V/def2-TZVPD).

Each line ends with the Löwdin charge.
Cartesian coordinates (Å):
C: -3.15529 4.63933 4.20866  -0.06
C: -2.74352 4.21778 2.80627  -0.30
O: -2.96069 5.13420 1.77080  -0.15
C: -2.86912 4.54487 0.49602  -0.29
C: -3.05505 5.64725 -0.53460  -0.06
H: -3.23807 3.75202 4.83425  0.07
H: -2.41496 5.28582 4.67864  0.07
H: -4.12686 5.12749 4.13315  0.08
H: -1.68786 3.90591 2.73186  0.11
H: -3.27282 3.27084 2.60236  0.11
H: -1.92498 3.99677 0.38101  0.10
H: -3.64621 3.77985 0.36641  0.11
H: -2.85461 5.25524 -1.53219  0.07
H: -2.26806 6.39853 -0.40948  0.07
H: -3.98662 6.19117 -0.40957  0.08
C: 1.48939 1.31701 -3.99986  -0.05
C: 2.38856 0.09912 -3.79919  -0.49
C: 3.48389 0.07399 -4.89158  -0.05
O: 3.01951 0.09116 -2.53030  -0.06
H: 2.08006 2.22382 -4.17151  0.08
H: 0.88467 1.54026 -3.12128  0.05
H: 0.87197 1.24297 -4.89502  0.08
H: 1.74657 -0.79233 -3.80686  0.13
H: 4.14361 0.91747 -4.69000  0.08
H: 2.99360 0.15689 -5.86453  0.08
H: 4.11439 -0.81502 -4.90260  0.06
H: 3.16043 -0.84593 -2.32156  0.04
C: 1.91527 6.38328 0.16763  -0.06
C: 1.03629 5.20742 0.50544  -0.46
C: 1.04295 4.14295 -0.57776  -0.05
O: 1.62367 4.55280 1.67087  -0.08
H: 1.54137 6.88482 -0.73047  0.08
H: 2.97238 6.12272 0.10708  0.08
H: 1.88553 7.20543 0.89033  0.08
H: 0.05829 5.58643 0.82667  0.13
H: 0.48927 3.23498 -0.32490  0.04
H: 2.06996 3.91395 -0.85748  0.09
H: 0.52888 4.48417 -1.48608  0.08
H: 1.12119 3.72807 1.72705  0.06
C: -0.81407 -1.67757 3.96113  -0.05
C: -2.07057 -0.89562 3.65113  -0.49
C: -2.08893 0.49975 4.26063  -0.05
O: -2.32692 -0.81628 2.25284  -0.06
H: -0.79934 -2.69219 3.55603  0.07
H: -0.75653 -1.87735 5.03615  0.08
H: 0.05505 -1.11681 3.61142  0.07
H: -2.94969 -1.38672 4.07378  0.13
H: -1.77835 0.52103 5.30625  0.08
H: -3.14272 0.79089 4.21370  0.08
H: -1.55179 1.29488 3.73876  0.07
H: -1.76313 -0.13107 1.86937  0.05
C: 3.81607 1.62713 1.29597  -0.04
C: 3.90563 0.58923 2.36883  -0.48
C: 4.91818 0.92832 3.46554  -0.05
O: 2.61539 0.33571 2.94081  -0.07
H: 3.53516 2.61867 1.66882  0.08
H: 3.07603 1.33938 0.54559  0.07
H: 4.75744 1.81597 0.77956  0.09
H: 4.19417 -0.35505 1.88650  0.14
H: 4.84090 0.17595 4.25672  0.07
H: 4.65206 1.84361 3.99991  0.08
H: 5.92752 1.00148 3.06727  0.08
H: 2.67292 -0.47043 3.46075  0.09
C: 0.12218 -4.82136 1.04607  -0.05
C: 1.30926 -5.50799 0.37358  -0.44
C: 0.86941 -6.84001 -0.22006  -0.05
O: 1.80940 -4.66907 -0.67991  -0.10
H: 0.43191 -3.85274 1.44391  0.06
H: -0.11923 -5.43937 1.91555  0.08
H: -0.73943 -4.70155 0.39449  0.07
H: 2.18975 -5.58762 1.00595  0.14
H: 0.21300 -6.75803 -1.08279  0.08
H: 0.39807 -7.51657 0.49677  0.08
H: 1.80291 -7.35450 -0.47269  0.08
H: 1.14628 -4.45840 -1.35522  0.06
C: 0.66525 -0.88566 0.29187  -0.04
C: 0.30474 0.56515 0.07410  -0.48
C: -0.95909 0.76004 -0.77276  -0.02
O: 0.23983 1.23116 1.33847  -0.07
H: 1.52698 -1.02057 0.95271  0.08
H: 0.99717 -1.31449 -0.65933  0.08
H: -0.11031 -1.49852 0.75735  0.07
H: 1.12635 1.05992 -0.45849  0.10
H: -1.74060 0.04155 -0.51636  0.05
H: -0.63875 0.55821 -1.79427  0.07
H: -1.31502 1.78039 -0.63572  0.07
H: 0.98829 0.97359 1.89422  0.05
C: -5.31352 -1.38565 -1.82452  -0.06
C: -5.62272 -0.96786 -0.37459  -0.48
C: -4.92677 0.32947 -0.02308  -0.06
O: -7.04158 -0.86041 -0.17797  -0.05
H: -5.94350 -0.79965 -2.50100  0.09
H: -5.44420 -2.43864 -2.06935  0.08
H: -4.29174 -1.05334 -2.01583  0.06
H: -5.24968 -1.78426 0.25729  0.13
H: -3.85387 0.22070 -0.16656  0.05
H: -5.19384 0.67729 0.97377  0.08
H: -5.26548 1.13042 -0.68904  0.09
H: -7.40596 -1.52739 -0.76804  0.08
C: 4.47423 -4.65242 -2.73712  -0.08
C: 3.56470 -3.49346 -3.10833  -0.30
O: 3.22733 -2.69137 -1.98694  -0.10
H: 4.82779 -5.17070 -3.62852  0.08
H: 4.01022 -5.31904 -2.00853  0.06
H: 5.36133 -4.29309 -2.20296  0.08
H: 2.63911 -3.91764 -3.51580  0.10
H: 4.08301 -2.95577 -3.90277  0.10
H: 2.93986 -3.30768 -1.28726  0.06
C: -1.74298 -3.22317 -1.84290  -0.07
C: -1.15484 -3.54721 -3.20441  -0.26
O: -0.02932 -4.43990 -2.97634  -0.11
H: -2.49711 -2.43099 -1.91029  0.06
H: -1.01596 -2.77759 -1.16292  0.06
H: -2.30530 -4.06885 -1.45341  0.08
H: -0.88776 -2.68552 -3.81340  0.11
H: -1.89634 -4.16116 -3.72203  0.11
H: 0.05501 -4.91507 -3.80975  0.09

## Properties
energy above the lowest of the compared OMol25 structures with the same formula, charge and spin: 144.5 kJ/mol
charge: 0
Kohn-Sham gap: 9.80 eV
structure (SMILES): CC(C)O.CC(C)O.CC(C)O.CC(C)O.CC(C)O.CC(C)O.CC(C)O.CCOCC.CCO.CCO

=====

Entry 3:
Entry from the Open Molecules 2025 dataset: a 2-piece molecular cluster, C3H11N3 overall in a non-equilibrium geometry (ωB97M-V/def2-TZVPD).

Each line ends with the Löwdin charge.
Cartesian coordinates (Å):
C: -0.20580 0.22606 -1.97970  -0.20
C: 1.38471 -0.55862 1.44439  -0.18
C: 0.78559 0.68608 -0.95036  -0.11
N: -2.12332 0.11987 0.85839  0.00
N: -0.85679 -0.59115 1.02152  -0.22
N: 0.23394 0.11919 1.09627  -0.15
H: -0.96657 0.94901 -2.03335  0.02
H: 0.23151 0.36903 -3.02056  0.08
H: -0.52057 -0.86975 -1.83581  0.09
H: 2.11482 -0.15935 0.80029  0.03
H: 1.64362 -0.40649 2.61481  0.13
H: 1.22309 -1.60748 1.21109  0.07
H: 1.81708 0.18967 -1.10934  0.08
H: 0.67488 1.65104 -0.55151  0.03
H: -2.26278 0.56599 -0.07336  0.06
H: -2.11469 0.98179 1.46375  0.08
H: -1.05872 -1.66489 1.04348  0.18

## Properties
energy above the lowest of the compared OMol25 structures with the same formula, charge and spin: 595.5 kJ/mol
charge: 0
Kohn-Sham gap (alpha / beta): 7.99 / 7.94 eV